1.
Here is C40H51N9O3 as an isolated structure at a distorted geometry from OMol25. Energies are from wB97M-V/def2-TZVPD.

## Properties
Multiplicity: 1
LUMO energy, eV: 0.4
Energy above the lowest of the compared OMol25 structures with the same formula, charge and spin, kcal per mole: 1046.50
Total charge: 0
Gap between HOMO and LUMO, eV: 6.7929

XYZ file:
```
103
C40H51N9O3, DFT wB97M-V/def2-TZVPD
C 1.40164 0.87989 -1.15540
C 0.20137 0.64616 -0.27874
C -1.04724 0.27928 -1.00460
O -1.63033 -0.73596 -0.25585
C -0.70007 -1.22836 0.63232
O -0.87269 -2.06801 1.48339
O 0.45514 -0.55868 0.43583
H 1.42994 0.14011 -1.95540
H 2.29665 0.71222 -0.55627
H 1.43150 1.90627 -1.52112
H -0.04157 1.49438 0.36128
H -0.74141 -0.08044 -1.98704
H -1.70044 1.12195 -1.23113
N -0.90230 -1.15115 -2.97233
C -0.45341 -0.16976 -3.85820
C -1.51930 0.70367 -4.11714
C -2.59909 0.16981 -3.50230
C -2.23815 -0.96617 -2.79944
H -0.33484 -1.92522 -2.65783
H 0.59976 -0.16829 -4.09744
H -1.35608 1.63775 -4.63411
H -3.56339 0.65613 -3.49776
H -2.72252 -1.55557 -2.03499
N -2.45153 2.24133 2.96477
C -2.64880 1.69386 1.74544
C -2.10479 0.39909 1.77258
C -1.68014 0.15588 3.06352
C -1.91442 1.29088 3.88338
H -2.64780 3.20450 3.19690
H -3.00829 2.30918 0.93393
H -1.93198 -0.24058 0.91973
H -1.27016 -0.78897 3.38846
H -1.81744 1.41700 4.95160
N -4.34317 -3.83100 -1.17777
C -3.80938 -2.68437 -0.60868
C -2.40790 -2.80947 -0.65007
C -2.09881 -4.10873 -0.99949
C -3.31590 -4.70363 -1.29856
H -5.33424 -3.96521 -1.31863
H -4.45129 -1.86716 -0.31457
H -1.75189 -1.98525 -0.41192
H -1.16153 -4.64107 -1.06665
H -3.49119 -5.68816 -1.70648
N 4.67716 -0.32653 0.97742
C 3.61485 -0.90077 0.32353
C 2.45638 -0.52944 1.07933
C 2.82626 0.18727 2.22586
C 4.20207 0.29925 2.07208
H 5.64089 -0.30600 0.67592
H 3.70104 -1.37506 -0.64291
H 1.41717 -0.79525 0.95367
H 2.09880 0.54750 2.93821
H 4.95087 0.76418 2.69623
N 4.49409 1.73754 -1.66053
C 5.16360 2.93964 -1.67217
C 4.71067 3.53783 -0.56036
C 3.89981 2.67052 0.22247
C 3.77030 1.51774 -0.52325
H 4.54949 1.00878 -2.35764
H 5.84579 3.23754 -2.45465
H 5.07624 4.51280 -0.27368
H 3.46659 2.91243 1.18174
H 3.18682 0.62783 -0.33883
N -0.41046 2.61297 2.08476
C 0.34791 3.66763 1.65290
C 1.52417 3.11393 1.09656
C 1.47977 1.76387 1.28662
C 0.29798 1.47561 1.90623
H -1.30661 2.59502 2.55025
H -0.01246 4.67431 1.80501
H 2.38337 3.60752 0.66695
H 2.19272 0.98756 1.05121
H -0.15555 0.57859 2.30128
N 1.15393 -2.11558 -1.55436
C 1.35238 -2.12729 -2.91668
C 0.26037 -2.76654 -3.47537
C -0.67540 -3.03177 -2.46200
C -0.07003 -2.67491 -1.31100
H 1.79418 -1.71333 -0.88476
H 2.23503 -1.72443 -3.39104
H 0.11817 -2.87281 -4.54068
H -1.60070 -3.58632 -2.51403
H -0.44381 -2.77238 -0.30244
N -0.95450 2.80031 -1.91823
C -1.33169 3.02735 -0.63049
C -2.70836 2.61216 -0.60145
C -3.06912 2.21083 -1.85817
C -1.96742 2.21386 -2.65226
H -0.04788 3.01863 -2.30615
H -0.74668 3.57864 0.09079
H -3.42492 2.77939 0.18910
H -4.07614 2.02470 -2.20117
H -1.79343 2.02121 -3.70060
N -0.85417 -3.26190 4.38949
C 0.19278 -2.78320 5.14325
C 0.80330 -1.69220 4.54964
C -0.01182 -1.45827 3.41999
C -1.07742 -2.40491 3.35703
H -1.47774 -4.00647 4.66677
H 0.57858 -3.35925 5.97135
H 1.68583 -1.15490 4.86404
H 0.16399 -0.73274 2.63953
H -1.84954 -2.53080 2.61247
```


2.
Here is C40H52ClGaN6PS as an isolated structure from OMol25. Energies are from wB97M-V/def2-TZVPD.

## Properties
Multiplicity: 1
LUMO energy, eV: 2.4
Total charge: -1
Gap between HOMO and LUMO, eV: 5.5849

XYZ file:
```
102
C40H52ClGaN6PS, DFT wB97M-V/def2-TZVPD
Ga 0.62380 0.88343 -0.64981
C -2.87534 2.00805 2.29831
C -1.84507 2.09663 1.20745
N -1.69353 1.21165 0.28537
N -2.47617 0.11584 0.34816
C -2.68403 -0.47620 -0.82277
N -3.44142 -1.62746 -0.69618
S -2.24600 0.02860 -2.37706
C -1.02338 3.31458 1.08204
C -1.21374 4.41137 1.93023
C -0.47301 5.56243 1.72460
C 0.46402 5.59090 0.70498
C 0.61569 4.44293 -0.06348
N -0.10410 3.34697 0.10612
H -3.45834 1.10286 2.16045
H -3.54773 2.87019 2.28357
H -2.39746 1.97974 3.28254
H -3.35180 -2.08258 0.20100
H -3.39859 -2.22637 -1.50242
H -1.92456 4.35522 2.74246
H -0.61769 6.42295 2.36714
H 1.06332 6.46879 0.50295
H 1.35955 4.40419 -0.85448
N 1.38738 -2.14770 -1.31667
C 0.52020 -2.94321 -1.79200
C 0.49151 -3.36800 -3.22648
C 0.90815 -4.63847 -3.61154
C 0.90105 -4.99840 -4.95218
C 0.46183 -4.09424 -5.90926
C 0.02761 -2.83286 -5.52484
C 0.04333 -2.46417 -4.18708
C -0.49887 -3.51468 -0.86597
C -1.42273 -4.46335 -1.29839
C -2.32851 -5.02143 -0.40580
C -2.33918 -4.61388 0.91978
C -1.44330 -3.64129 1.34975
C -0.52377 -3.10116 0.46764
H 1.24383 -5.34350 -2.85908
H 1.23423 -5.98579 -5.24778
H 0.45223 -4.37566 -6.95528
H -0.33168 -2.13179 -6.26780
H -0.32557 -1.49620 -3.86364
H -1.43493 -4.77172 -2.33553
H -3.03659 -5.76366 -0.75349
H -3.05486 -5.03736 1.61420
H -1.46690 -3.29471 2.37571
H 0.17100 -2.33801 0.78845
Cl 7.49499 -5.03847 -1.28870
C 6.04583 -4.09001 -1.51617
C 4.83175 -4.58545 -1.08335
C 3.68240 -3.82555 -1.26762
C 3.73916 -2.57966 -1.87818
C 2.51879 -1.70781 -2.09824
C 4.98155 -2.10164 -2.29271
C 6.13590 -2.84638 -2.12115
H 4.78399 -5.55259 -0.60103
H 2.73502 -4.20130 -0.90426
H 2.31362 -1.63488 -3.16981
H 2.76011 -0.69537 -1.76507
H 5.04352 -1.11963 -2.74994
H 7.09748 -2.46900 -2.44217
C 4.19659 -1.13095 3.61281
C 2.98991 -0.96290 2.68342
C 1.77747 -1.65633 3.32536
C 3.27094 -1.72350 1.38406
P 2.45747 0.81208 2.24208
N 1.43556 0.87752 1.09998
C 4.02361 1.80619 1.79906
C 4.96072 2.18125 2.95163
C 4.82928 1.01271 0.75907
C 3.58375 3.08418 1.06673
C 1.73922 1.56081 3.83846
C 2.46305 1.29741 5.16105
C 1.64351 3.07914 3.63637
C 0.29233 1.04841 3.95122
H 4.32318 -2.19742 3.83196
H 4.08320 -0.61445 4.56582
H 5.12273 -0.79174 3.15095
H 1.95058 -2.73751 3.31979
H 0.86402 -1.45711 2.75935
H 1.62039 -1.35782 4.36173
H 3.27689 -2.79858 1.59974
H 4.23763 -1.48426 0.94755
H 2.50320 -1.52649 0.64139
H 5.27299 1.31994 3.54126
H 4.51682 2.91023 3.62806
H 5.86722 2.63767 2.53755
H 5.36574 0.16916 1.18760
H 5.57369 1.68217 0.31517
H 4.18239 0.65041 -0.04159
H 3.09889 3.81026 1.71425
H 2.89205 2.83359 0.26152
H 4.47254 3.55973 0.63808
H 3.49011 1.66256 5.16295
H 2.47495 0.24048 5.42533
H 1.92780 1.82194 5.96123
H 2.61279 3.57153 3.69219
H 1.01562 3.50177 4.42763
H 1.18139 3.31972 2.67907
H 0.23243 0.08597 4.45719
H -0.15182 0.94870 2.96066
H -0.29661 1.76553 4.53335
```


3.
Here is a 8-piece molecular cluster, C40H52F4O12 overall at a distorted geometry from OMol25. Energies are from wB97M-V/def2-TZVPD.

## Properties
Multiplicity: 1
LUMO energy, eV: 0.5
SMILES string: CCOC(=O)OC.CCOC(=O)OC.CCOC(=O)OC.CCOC(=O)OC.Fc1ccccc1.Fc1ccccc1.Fc1ccccc1.Fc1ccccc1
Energy above the lowest of the compared OMol25 structures with the same formula, charge and spin, kcal per mole: 87.96
Total charge: 0
Gap between HOMO and LUMO, eV: 9.5807

XYZ file:
```
108
C40H52F4O12, DFT wB97M-V/def2-TZVPD
C -2.99727 4.04016 13.30432
C -2.97951 4.50325 11.83066
O -3.37555 3.28576 11.12086
C -4.04444 3.31194 9.99182
O -4.59265 4.29062 9.46188
O -4.21789 2.04238 9.57736
C -4.93509 1.82924 8.36292
H -2.92219 4.80352 14.07875
H -2.14466 3.36562 13.38280
H -3.82447 3.42489 13.65831
H -1.98123 4.86077 11.57824
H -3.69528 5.28235 11.56838
H -5.09977 0.75180 8.37236
H -4.35666 2.13279 7.49035
H -5.92442 2.27685 8.26828
C 14.63496 -1.73580 1.35190
C 13.78942 -2.88734 0.73120
O 12.42107 -2.57373 0.66591
C 11.96620 -1.78843 -0.38577
O 12.66835 -1.44423 -1.38006
O 10.66188 -1.44028 -0.18549
C 9.73222 -1.93709 0.74465
H 14.13942 -1.12980 2.11037
H 14.81952 -0.90781 0.66744
H 15.55658 -2.14500 1.76576
H 13.82702 -3.76948 1.37033
H 14.17023 -3.22268 -0.23349
H 8.71310 -1.65188 0.48366
H 9.97696 -1.64403 1.76561
H 9.74122 -3.02103 0.63017
C 0.06808 4.46783 1.31896
C -1.45160 4.50379 1.29343
O -1.99370 4.91407 0.11658
C -3.28617 4.82637 -0.14688
O -4.15490 4.36332 0.65609
O -3.52536 5.04905 -1.50016
C -4.85211 4.86874 -1.96381
H 0.46704 3.80285 0.55298
H 0.41528 4.01169 2.24604
H 0.47905 5.46950 1.19290
H -1.85653 4.99744 2.17685
H -1.63907 3.45130 1.50612
H -5.00141 5.12592 -3.01246
H -5.49958 5.51936 -1.37595
H -5.04939 3.81025 -1.79415
C 1.91673 2.31903 -10.32625
C 0.74392 2.30997 -9.34922
O 0.95053 3.26587 -8.34754
C 1.13556 2.84106 -7.13570
O 1.35178 1.68136 -6.75819
O 1.26674 3.87603 -6.26760
C 1.55153 3.79714 -4.92999
H 1.77314 1.49379 -11.02373
H 2.91533 2.13851 -9.92835
H 2.02512 3.26217 -10.86182
H 0.68322 1.28811 -8.97478
H -0.27744 2.29312 -9.72955
H 1.24952 4.70337 -4.40499
H 2.62177 3.61568 -4.83115
H 0.93559 2.95529 -4.61374
F 2.85200 -5.81791 3.08558
C 1.68790 -6.10301 2.55127
C 0.58679 -6.11829 3.35654
C -0.61045 -6.61994 2.89929
C -0.64459 -7.24086 1.63711
C 0.35510 -7.09044 0.73192
C 1.56162 -6.48943 1.16924
H 0.67626 -5.71838 4.35578
H -1.46578 -6.61687 3.55871
H -1.48434 -7.75367 1.19189
H 0.28685 -7.35556 -0.31281
H 2.36707 -6.37240 0.45934
F -1.58482 -1.35412 3.11464
C -1.22576 -1.03682 1.90391
C 0.12973 -1.11135 1.67335
C 0.55374 -0.92449 0.39328
C -0.37363 -0.68855 -0.67222
C -1.71445 -0.65492 -0.36743
C -2.09850 -0.72524 0.92370
H 0.80042 -1.45674 2.44619
H 1.59922 -1.15217 0.24654
H -0.20112 -0.69087 -1.73835
H -2.33681 -0.43695 -1.22275
H -3.14144 -0.71083 1.20384
F 0.02544 -3.47419 -8.39123
C 1.27572 -3.97392 -8.47081
C 1.88803 -4.10718 -9.74411
C 3.19873 -4.57126 -9.81849
C 3.81747 -5.10926 -8.71649
C 3.23328 -4.98320 -7.48184
C 1.99215 -4.37530 -7.37535
H 1.35640 -3.56464 -10.51184
H 3.63498 -4.60370 -10.80592
H 4.80937 -5.52806 -8.80103
H 3.77447 -5.43186 -6.66196
H 1.56495 -4.13357 -6.41334
F -10.05229 -0.53078 2.50550
C -10.90053 0.31875 1.89022
C -12.24335 0.47839 2.28247
C -13.11161 1.30274 1.56468
C -12.56708 2.06075 0.53034
C -11.30180 1.85356 0.08030
C -10.37769 1.02305 0.85347
H -12.67009 0.07929 3.19077
H -14.11068 1.51414 1.91621
H -13.15703 2.84097 0.07251
H -10.97308 2.44538 -0.76118
H -9.37053 0.78440 0.54512
```


4.
Here is C40H53F2N6PS3Ti as an isolated structure from OMol25. Energies are from wB97M-V/def2-TZVPD.

## Properties
Multiplicity: 3
LUMO energy (spin up / spin down), eV: 3.9 / 3.9
⟨S²⟩: 2.031
Energy above the lowest of the compared OMol25 structures with the same formula, charge and spin, kcal per mole: 0.00
Total charge: -2
Gap between HOMO and LUMO (spin up / spin down), eV: 3.5167 / 6.2568

XYZ file:
```
106
C40H53F2N6PS3Ti, DFT wB97M-V/def2-TZVPD
Ti -2.93568 -0.80562 -0.13281
S -1.28821 1.12229 0.41269
C -2.27718 2.48829 0.02620
C -1.66929 3.70544 -0.32683
C -2.40102 4.85032 -0.59944
C -1.71008 6.06485 -0.95571
N -1.14130 7.02877 -1.22511
C -3.79908 4.80498 -0.51601
C -4.41922 3.61608 -0.15898
C -3.69948 2.45035 0.11901
S -4.54491 1.00278 0.61258
C -4.59697 5.97698 -0.77331
N -5.24465 6.90876 -0.96901
H -0.58899 3.74188 -0.39376
H -5.49916 3.58404 -0.09058
C -0.31265 3.08292 3.46178
N -0.54361 1.75904 4.00591
C -1.68655 1.05380 3.82159
N -2.75859 1.75091 3.37666
S -1.77004 -0.57281 4.22892
H 0.68418 3.40682 3.75907
H -1.02522 3.79816 3.87781
H -0.37523 3.08682 2.37114
H 0.25484 1.16042 4.13914
H -2.56604 2.54382 2.77984
H -3.49014 1.16844 2.98986
C -1.93329 0.15265 -4.95190
C -2.91251 0.83392 -4.23780
C -3.18350 0.49382 -2.91784
C -2.50013 -0.52372 -2.22052
C -1.52881 -1.19258 -2.98917
C -1.24661 -0.87244 -4.31349
H -1.71577 0.41106 -5.98246
H -3.46876 1.63856 -4.70873
H -3.96460 1.05308 -2.40485
H -0.96548 -1.99992 -2.52935
H -0.48051 -1.42761 -4.84814
F -0.96483 -2.70899 -0.33465
C -1.62714 -2.27908 0.86513
F -2.15307 -3.47869 1.37687
H -0.82875 -2.04010 1.57704
C 3.78840 1.51574 3.43574
C 4.55300 1.57438 2.10411
C 4.11958 0.45432 1.13899
C 2.66028 0.08060 1.39920
C 2.57206 -0.60879 2.77203
C 3.47937 0.07205 3.81977
P 1.58148 -0.80304 0.17674
C 2.44568 -2.36061 -0.35381
C 3.96637 -2.36263 -0.66166
C 4.74047 -3.20251 0.35021
C 4.30365 -4.66809 0.29380
C 2.77076 -4.79816 0.17248
C 2.07125 -3.51227 0.59948
C 1.64492 0.23255 -1.39070
C 1.67293 1.77468 -1.18307
C 2.87156 2.44070 -1.85376
C 2.86268 2.19931 -3.36591
C 2.42899 0.75943 -3.70030
C 2.62925 -0.16612 -2.50169
H 2.84980 2.07193 3.35159
H 4.36223 2.01224 4.22239
H 5.62809 1.50140 2.29764
H 4.38842 2.54661 1.63064
H 4.74609 -0.43075 1.28875
H 4.27509 0.77581 0.10778
H 2.09681 1.01932 1.48798
H 2.87345 -1.65455 2.67445
H 1.53077 -0.63207 3.10521
H 4.42490 -0.47363 3.90996
H 3.00670 0.02929 4.80398
H 1.90680 -2.58918 -1.28152
H 4.36550 -1.35128 -0.68491
H 4.13967 -2.77378 -1.66351
H 4.56663 -2.79918 1.35303
H 5.81691 -3.12252 0.17096
H 4.66377 -5.19678 1.18105
H 4.78478 -5.14569 -0.56567
H 2.40819 -5.64136 0.76424
H 2.49489 -5.01088 -0.86543
H 2.35510 -3.28239 1.63070
H 0.98906 -3.62703 0.59817
H 0.65029 0.00930 -1.79421
H 1.63481 2.04676 -0.12907
H 0.75594 2.18764 -1.60898
H 3.80302 2.05761 -1.42504
H 2.86201 3.51443 -1.64644
H 3.85645 2.40408 -3.77692
H 2.17838 2.90733 -3.84061
H 2.97578 0.38985 -4.57215
H 1.36823 0.73662 -3.96581
H 3.67069 -0.11407 -2.16672
H 2.44961 -1.19979 -2.80399
N -4.66041 -1.87589 2.01251
C -5.17626 -2.43396 0.85234
C -6.31621 -3.19404 0.88474
C -6.87804 -3.68590 -0.31424
C -6.22645 -3.33928 -1.50043
C -5.09125 -2.57181 -1.47357
N -4.50495 -2.09709 -0.31284
H -4.84262 -2.33699 2.88669
H -3.74025 -1.45733 2.00951
H -6.77530 -3.39430 1.84615
H -7.78114 -4.28048 -0.30970
H -6.60324 -3.66521 -2.46307
H -4.56747 -2.29300 -2.37813
```